107
Properties=species:S:1:pos:R:3:forces:R:3:lowdin_spin:R:1 method="wB97M-V/def2-TZVPD" gap_ev="6.23 / 6.23" energy_ev=-158381.1544 fmax_ev_per_a=0.789 s2=12.69 multiplicity=7 lumo_energy_ev="-0.071 / -0.069" e_homo_ev="-6.30 / -6.30"
Tb 0.493 -0.031 -0.720 0.65 0.45 0.04 6.13
N 1.543 -1.641 -2.841 -0.06 0.27 0.21 -0.01
N 0.908 -2.736 -3.424 -0.14 0.09 -0.06 0.00
C -0.319 -3.130 -3.024 0.13 -0.01 -0.05 0.00
N -0.899 -4.050 -3.833 -0.04 0.00 0.04 0.00
S -1.102 -2.569 -1.669 0.02 -0.19 0.43 -0.01
H 1.512 -0.840 -3.467 0.00 -0.02 -0.06 0.00
H 2.518 -1.866 -2.653 0.04 -0.01 0.05 0.00
H 1.231 -3.024 -4.337 0.02 -0.01 -0.01 0.00
H -0.360 -4.544 -4.526 0.01 -0.01 0.01 0.00
H -1.715 -4.507 -3.468 -0.01 -0.01 -0.01 0.00
C 4.026 -3.228 8.411 -0.03 0.02 -0.02 0.00
C 3.252 -2.669 7.249 0.01 0.03 0.03 0.00
C 3.372 -1.330 6.889 0.03 -0.02 0.01 0.00
C 2.626 -0.806 5.845 0.03 -0.03 -0.07 0.00
C 1.748 -1.623 5.146 -0.01 0.09 0.00 0.00
C 1.621 -2.964 5.483 0.00 -0.01 0.05 0.00
C 2.375 -3.476 6.527 -0.04 -0.03 -0.06 0.00
S 0.712 -0.760 3.960 -0.08 0.08 0.09 0.00
O -0.545 -0.434 4.690 0.03 -0.10 -0.14 0.00
C 0.438 -2.140 2.827 -0.01 0.00 0.08 0.00
C 1.628 -2.640 2.242 0.02 -0.01 0.08 0.00
C 1.590 -3.728 1.431 0.00 -0.02 -0.04 0.00
C 0.356 -4.364 1.143 0.01 -0.01 -0.05 0.00
C 0.303 -5.534 0.349 0.01 0.03 0.01 0.00
C -0.890 -6.136 0.072 -0.02 0.01 0.00 0.00
C -2.090 -5.573 0.553 0.02 0.00 -0.07 0.00
C -2.068 -4.439 1.314 -0.03 0.01 -0.05 0.00
C -0.841 -3.815 1.653 -0.06 0.00 -0.07 0.00
C -0.790 -2.670 2.520 0.03 0.20 0.07 0.00
C -2.091 -2.163 3.062 0.06 -0.10 0.02 0.00
C -2.801 -2.996 3.979 -0.01 -0.01 0.11 0.00
C -2.239 -4.194 4.499 0.01 0.07 0.02 0.00
C -2.920 -4.954 5.402 -0.04 -0.01 0.04 0.00
C -4.208 -4.568 5.838 0.04 -0.03 -0.02 0.00
C -4.773 -3.423 5.360 -0.02 0.02 -0.01 0.00
C -4.084 -2.609 4.426 0.01 0.01 -0.02 0.00
C -4.651 -1.410 3.934 -0.03 -0.08 0.01 0.00
C -3.951 -0.610 3.085 -0.08 0.06 -0.17 0.00
C -2.659 -0.980 2.650 0.08 0.05 0.08 0.00
S -1.577 0.208 1.814 -0.25 -0.44 0.33 0.00
O -1.673 -0.065 0.307 0.07 -0.23 0.16 -0.02
C -2.467 1.695 2.160 0.16 0.12 0.00 0.00
C -3.128 2.369 1.157 -0.06 0.00 -0.09 0.00
C -3.717 3.593 1.450 -0.01 -0.03 -0.06 0.00
C -3.634 4.140 2.721 0.01 0.02 0.07 0.00
C -4.236 5.487 3.019 0.02 -0.05 0.01 0.00
C -2.959 3.428 3.716 -0.05 0.04 -0.02 0.00
C -2.363 2.212 3.447 -0.06 -0.05 -0.06 0.00
H 4.904 -2.623 8.632 0.00 -0.01 -0.01 0.00
H 4.348 -4.251 8.219 0.01 0.00 -0.01 0.00
H 3.401 -3.244 9.307 0.01 -0.01 0.00 0.00
H 4.061 -0.691 7.428 -0.02 -0.01 0.00 0.00
H 2.724 0.238 5.567 -0.01 -0.02 0.02 0.00
H 0.946 -3.610 4.938 -0.03 0.03 -0.01 0.00
H 2.281 -4.525 6.784 0.00 0.02 0.01 0.00
H 2.572 -2.169 2.487 0.00 0.03 -0.03 0.00
H 2.502 -4.125 1.001 0.00 0.00 0.01 0.00
H 1.234 -5.949 -0.023 -0.01 0.01 -0.01 0.00
H -0.919 -7.044 -0.519 0.00 0.02 0.00 0.00
H -3.037 -6.036 0.307 0.01 -0.01 0.02 0.00
H -2.998 -4.013 1.668 0.04 -0.04 -0.06 0.00
H -1.251 -4.499 4.179 -0.02 -0.01 0.00 0.00
H -2.470 -5.858 5.793 -0.01 0.01 -0.01 0.00
H -4.739 -5.181 6.554 0.00 0.00 0.00 0.00
H -5.755 -3.110 5.694 0.01 -0.01 -0.01 0.00
H -5.647 -1.127 4.253 0.02 0.00 0.01 0.00
H -4.386 0.317 2.740 0.03 -0.01 0.01 0.00
H -3.153 1.961 0.154 0.04 0.02 0.04 0.00
H -4.212 4.145 0.659 0.03 0.00 0.02 0.00
H -4.324 6.084 2.112 -0.01 0.00 0.01 0.00
H -3.618 6.037 3.729 -0.01 0.01 0.00 0.00
H -5.233 5.386 3.456 0.00 -0.01 0.00 0.00
H -2.882 3.848 4.712 0.02 0.01 -0.02 0.00
H -1.823 1.665 4.211 0.04 0.01 -0.01 0.00
S -0.443 4.664 -0.075 -0.05 -0.10 0.02 0.00
C 0.290 3.187 -0.222 0.03 0.16 0.03 0.00
S 0.607 2.125 1.115 -0.06 -0.09 0.05 -0.02
S 0.798 2.564 -1.769 0.22 -0.13 0.07 -0.03
O -0.652 0.191 -2.703 -0.42 0.25 -0.40 -0.02
S -1.723 1.257 -2.380 -0.34 0.04 -0.49 0.00
C -1.767 2.363 -3.826 -0.05 -0.01 0.03 0.00
C -2.923 1.929 -4.733 0.00 -0.06 0.05 0.00
C -3.198 0.455 -4.430 0.03 0.09 0.01 0.00
C -3.227 0.392 -2.911 0.03 -0.03 0.00 0.00
H -0.785 2.240 -4.277 0.02 -0.01 0.00 0.00
H -1.838 3.380 -3.442 0.05 0.00 -0.01 0.00
H -2.684 2.105 -5.782 0.02 0.00 0.01 0.00
H -3.815 2.514 -4.496 0.00 0.01 -0.03 0.00
H -2.378 -0.168 -4.794 -0.02 -0.02 -0.03 0.00
H -4.125 0.100 -4.880 -0.01 0.01 0.02 0.00
H -3.188 -0.604 -2.474 0.00 0.01 0.01 0.00
H -4.078 0.944 -2.502 0.02 -0.01 0.02 0.00
C 2.925 -0.155 -0.075 0.21 -0.17 -0.44 -0.02
C 3.734 -0.389 -1.282 0.01 -0.02 0.22 0.00
C 3.823 0.571 -2.308 0.06 -0.06 -0.12 0.00
C 4.508 0.313 -3.489 -0.08 0.01 0.06 0.00
C 5.142 -0.906 -3.700 0.03 0.00 0.00 0.00
C 5.090 -1.862 -2.691 -0.06 -0.01 0.02 0.00
C 4.399 -1.609 -1.513 0.04 -0.07 -0.01 0.00
H 2.999 0.890 0.231 -0.14 0.04 0.01 0.00
H 3.274 -0.777 0.750 -0.10 -0.10 0.08 0.00
H 3.340 1.530 -2.164 0.02 0.03 0.01 0.00
H 4.553 1.082 -4.252 0.01 0.00 0.01 0.00
H 5.694 -1.095 -4.611 -0.03 0.00 0.00 0.00
H 5.596 -2.812 -2.820 0.00 0.01 0.01 0.00
H 4.369 -2.371 -0.739 0.02 0.02 0.01 0.00